No. 1
The following is a DFT calculation (ωB97M-V/def2-TZVPD) of a 6-piece molecular cluster, C38H68Cl2FN4O19Si overall at a distorted geometry.

Structure (XYZ):
```
133
Properties=species:S:1:pos:R:3
C -5.7063 -6.4536 -0.0899
C -5.3769 -6.0069 -1.6035
Cl -7.0163 -5.7712 -2.3937
C -4.5563 -4.6234 -1.4910
Cl -5.8271 -3.3071 -1.2436
N -3.8753 -4.2765 -2.7978
N -4.2314 -5.0219 -3.8253
C -3.6513 -4.7375 -5.0131
C -4.0224 -5.6467 -6.2590
C -2.6733 -6.4533 -6.6476
O -1.8075 -6.5285 -5.5080
Si -0.2150 -7.0713 -5.8766
C 0.9742 -6.2980 -4.5681
C 0.0236 -8.9672 -5.7085
C 0.4517 -6.5562 -7.5856
C -2.6529 -3.5974 -5.2471
N -2.0909 -3.3382 -6.5495
C -0.8446 -3.5260 -6.5796
O 0.3030 -3.3497 -6.6226
C -2.3029 -2.8027 -4.0147
C -1.2844 -1.6089 -4.1015
C -2.0955 -0.3308 -4.5957
O -3.1671 -0.0142 -4.1867
F -1.4781 0.4771 -5.5566
C -2.9818 -3.2285 -2.7222
C -2.5974 -2.4350 -1.4346
C -1.2904 -3.1475 -0.8148
O -0.6331 -4.0143 -1.7559
C -0.2702 -2.1167 -0.1820
N 0.6450 -1.4910 -1.1600
H -6.0643 -7.5214 -0.0637
H -6.5912 -5.8094 0.2142
H -4.8344 -6.2581 0.5951
H -4.7770 -6.8307 -2.0743
H -3.8202 -4.6559 -0.6432
H -4.3451 -4.9958 -7.1324
H -4.8241 -6.3941 -5.9882
H -2.2442 -5.9146 -7.5381
H -3.0264 -7.4748 -7.0001
H 1.9800 -6.8262 -4.6333
H 1.1843 -5.2037 -4.7779
H 0.5995 -6.4636 -3.5166
H 1.1517 -9.1228 -5.7060
H -0.4261 -9.4764 -6.6086
H -0.4075 -9.3226 -4.7294
H 0.6225 -7.4808 -8.2268
H 1.4952 -6.1265 -7.4210
H -0.1290 -5.7523 -8.1178
H -0.9038 -1.3432 -3.0732
H -0.4022 -1.8018 -4.7707
H -3.3756 -2.4524 -0.6260
H -2.3302 -1.3615 -1.6420
H -1.6459 -3.8057 0.0494
H 0.1249 -4.4520 -1.3122
H -0.8000 -1.3354 0.4376
H 0.3735 -2.7024 0.5588
H 1.5288 -1.9950 -1.2564
H 0.9040 -0.5405 -0.8858
C -0.5469 -7.9233 4.6330
C 0.5214 -8.0699 3.5673
O -0.0600 -8.3851 2.2919
C -0.6114 -7.3606 1.6409
O -0.6572 -6.2142 2.0188
O -1.1327 -7.8257 0.4937
C -1.8352 -6.8393 -0.2510
H -1.1837 -8.8103 4.6632
H -0.0933 -7.7789 5.6152
H -1.1968 -7.0714 4.4271
H 1.1766 -8.9040 3.8235
H 1.1470 -7.1781 3.4964
H -1.2174 -5.9592 -0.4244
H -2.7559 -6.5669 0.2694
H -2.0975 -7.2718 -1.2170
C 5.0727 3.2814 2.1313
C 3.6569 2.8375 1.8322
O 3.6516 1.6694 0.9941
C 3.9176 0.5137 1.6141
O 4.1467 0.3695 2.7892
O 3.9095 -0.4638 0.6922
C 4.2733 -1.7443 1.2075
H 5.6392 3.4187 1.2072
H 5.0720 4.2201 2.6885
H 5.6030 2.5322 2.7211
H 3.1413 3.6230 1.2775
H 3.0870 2.6611 2.7465
H 3.6635 -2.0128 2.0714
H 5.3327 -1.7536 1.4676
H 4.1023 -2.4796 0.4211
C -0.3379 8.1833 1.4627
C 0.3521 8.0981 2.8098
O -0.2112 7.0519 3.6144
C 0.1781 5.8114 3.3025
O 0.9494 5.5065 2.4263
O -0.4583 4.9584 4.1189
C -0.2023 3.5857 3.8325
H -1.4187 8.2796 1.5895
H 0.0299 9.0402 0.8948
H -0.1662 7.2817 0.8723
H 0.1941 9.0291 3.3568
H 1.4306 7.9653 2.7038
H 0.8685 3.3788 3.8063
H -0.6707 3.3094 2.8857
H -0.6499 2.9916 4.6286
C 1.4432 13.2154 -2.3126
C 2.1140 13.3248 -0.9571
O 1.3695 14.1801 -0.0802
C 0.2781 13.6334 0.4692
O -0.1169 12.5067 0.2963
O -0.3162 14.5643 1.2273
C -1.5519 14.1399 1.8018
H 1.2660 14.2072 -2.7348
H 2.0633 12.6412 -3.0040
H 0.4720 12.7243 -2.2345
H 3.0975 13.7831 -1.0756
H 2.2674 12.3443 -0.5017
H -1.4342 13.2043 2.3499
H -2.3083 14.0358 1.0221
H -1.8755 14.9112 2.4996
C 2.8273 5.9527 8.9482
C 1.9419 5.2458 7.9406
O 2.7024 4.7961 6.8107
C 3.4227 3.6833 7.0052
O 3.4778 3.0408 8.0230
O 4.0918 3.4198 5.8737
C 4.9776 2.3030 5.9679
H 3.3910 6.7558 8.4676
H 2.2285 6.3748 9.7576
H 3.5567 5.2676 9.3828
H 1.1998 5.9474 7.5551
H 1.3967 4.4156 8.3941
H 4.4602 1.4144 6.3309
H 5.8197 2.5496 6.6169
H 5.3582 2.0950 4.9691
```

Computed properties:
LUMO: -4.2 eV
Charge: +1
Orbital gap: 0.2785 Ha



No. 2
The following is a DFT calculation (ωB97M-V/def2-TZVPD) of C38H69BaClGeN6O3PS2Si3 as an isolated structure at a distorted geometry.

Structure (XYZ):
```
125
Properties=species:S:1:pos:R:3
Ba 0.5049 -0.7873 -1.6077
C -2.3720 0.3052 -2.9341
N -1.5455 -0.8648 -3.2614
C -0.7169 -0.6009 -4.4574
C 0.4952 -1.5404 -4.5248
N 1.6828 -0.9568 -3.8499
C 2.7331 -1.9682 -3.6746
C 2.1325 0.2037 -4.6140
C 2.7464 0.0038 -5.8494
C 3.1067 1.0572 -6.6690
C 2.8188 2.3533 -6.2625
C 2.2008 2.5680 -5.0451
C 1.8496 1.5169 -4.1817
S 1.1002 1.9402 -2.6383
C -2.3728 -2.0516 -3.4476
C -3.3686 -2.0357 -4.4240
C -4.2028 -3.1170 -4.6313
C -4.0307 -4.2566 -3.8543
C -3.0313 -4.2938 -2.9019
C -2.1758 -3.2027 -2.6676
S -0.9343 -3.3796 -1.4217
H -3.1128 0.5304 -3.7095
H -1.7316 1.1813 -2.8105
H -2.9012 0.1218 -1.9970
H -0.3689 0.4318 -4.4201
H -1.3081 -0.6976 -5.3740
H 0.7295 -1.7712 -5.5696
H 0.2336 -2.4950 -4.0467
H 2.3682 -2.7826 -3.0420
H 3.5880 -1.5101 -3.1802
H 3.0615 -2.4003 -4.6258
H 2.9396 -1.0073 -6.1874
H 3.5891 0.8650 -7.6183
H 3.0649 3.1936 -6.8998
H 1.9562 3.5750 -4.7311
H -3.4973 -1.1525 -5.0396
H -4.9739 -3.0717 -5.3893
H -4.6694 -5.1191 -3.9990
H -2.8762 -5.1829 -2.3045
O 2.1017 0.5588 2.3561
H 1.2666 0.4750 1.8649
H 2.6145 -0.1605 1.9466
O -2.8924 -1.6613 0.2410
H -2.1780 -2.2496 -0.1155
H -3.6973 -2.0523 -0.1176
Cl 3.0287 -1.0739 -0.1889
O -0.2051 -0.1162 0.6236
C -1.1394 0.1153 1.4243
C -4.6293 4.4107 0.0487
C -3.7017 3.2995 0.4398
C -3.9208 2.4960 1.5748
C -3.0749 1.4917 1.9193
N -1.9520 1.1913 1.1533
C -1.6811 2.0233 0.0578
C -2.5246 3.0311 -0.2835
H -5.5774 4.3357 0.5799
H -4.8359 4.3902 -1.0228
H -4.1922 5.3873 0.2756
H -4.7862 2.6660 2.2034
H -3.2372 0.8662 2.7796
H -0.7655 1.8251 -0.4736
H -2.2611 3.6395 -1.1409
C -3.8789 -2.3467 5.0079
Si -3.5296 -2.1310 3.1655
C -3.4754 -3.8551 2.4130
C -5.0169 -1.1886 2.4985
Ge -1.3908 -1.0363 3.0762
Si -1.1901 0.5112 4.9147
C -0.6864 -0.4489 6.4465
C 0.0835 1.8288 4.5337
C -2.7846 1.4215 5.3506
Si 0.3097 -2.7183 3.2475
C 1.9877 -2.1559 3.8702
C -0.4051 -3.8245 4.5958
C 0.5541 -3.7553 1.7205
H -4.8028 -2.9117 5.1600
H -3.9910 -1.3844 5.5113
H -3.0714 -2.8872 5.5081
H -4.4030 -4.0673 1.8761
H -3.3625 -4.6149 3.1896
H -2.6542 -3.9742 1.7060
H -5.8240 -1.8997 2.3031
H -4.8023 -0.6542 1.5741
H -5.3849 -0.4617 3.2276
H 0.2335 -1.0151 6.2833
H -1.4677 -1.1595 6.7279
H -0.5245 0.2262 7.2903
H 1.0413 1.3878 4.2513
H 0.2357 2.4832 5.3964
H -0.2521 2.4483 3.6962
H -3.6687 0.7838 5.2832
H -2.9463 2.2836 4.7009
H -2.7195 1.7836 6.3800
H 1.9455 -1.2283 4.4426
H 2.6739 -1.9998 3.0367
H 2.4047 -2.9380 4.5102
H -0.5449 -3.2833 5.5351
H 0.2738 -4.6595 4.7861
H -1.3727 -4.2389 4.3058
H 1.0928 -3.2008 0.9481
H -0.3879 -4.0915 1.2860
H 1.1438 -4.6399 1.9761
C 4.6086 4.3982 -0.4039
N 4.3193 3.2178 0.5112
C 5.6449 2.5600 0.8955
N 6.3927 2.2029 -0.2558
C 6.6175 3.3676 -1.1026
N 5.3738 3.9996 -1.5313
C 4.6045 3.1286 -2.4476
P 4.0655 1.4855 -1.7173
C 3.4032 2.2333 -0.1506
C 5.7587 1.0987 -1.0025
H 5.1513 5.1358 0.1909
H 3.6453 4.7994 -0.7179
H 3.8644 3.5444 1.3640
H 5.3954 1.6800 1.4870
H 6.1866 3.2899 1.5002
H 7.1677 3.0536 -1.9878
H 7.2158 4.0992 -0.5533
H 5.2196 2.9368 -3.3290
H 3.7170 3.6689 -2.7818
H 3.2032 1.4362 0.5586
H 2.4667 2.7401 -0.3837
H 6.4235 0.8062 -1.8175
H 5.6420 0.2399 -0.3400
```

Computed properties:
Energy relative to the best compared isomer or geometry (same formula, charge and spin): 0.483 eV
LUMO (alpha / beta): -0.2 / -0.2 eV
Multiplicity: 2
Charge: 0
Orbital gap (alpha / beta): 0.2205 / 0.2478 Ha